1.
{"formula": "C15H42O6", "method": "ωB97M-V with the def2-TZVPD basis set", "de_lowest_kj_mol": 967.6, "charge": 0, "smiles": "CC(C)O.CC(C)O.CC(C)O.CC(C)O.CC(C)O.O", "elements": ["C", "C", "C", "O", "H", "H", "H", "H", "H", "H", "H", "H", "C", "C", "C", "O", "H", "H", "H", "H", "H", "H", "H", "H", "C", "C", "C", "O", "H", "H", "H", "H", "H", "H", "H", "H", "C", "C", "C", "O", "H", "H", "H", "H", "H", "H", "H", "H", "C", "C", "C", "O", "H", "H", "H", "H", "H", "H", "H", "H", "O", "H", "H"], "positions_angstrom": [[-2.00273, -1.44665, -0.84706], [-3.25333, -1.42811, -1.71547], [-3.58330, -2.88537, -2.15005], [-4.17135, -0.78756, -0.91280], [-1.26667, -2.20387, -1.11713], [-2.18939, -1.56274, 0.22054], [-1.50527, -0.47678, -0.84843], [-3.09054, -0.80710, -2.59635], [-4.56709, -2.89813, -2.61919], [-3.68976, -3.53319, -1.27993], [-2.93564, -3.38615, -2.86967], [-3.81712, 0.10312, -0.85982], [-0.34931, 0.88141, 0.15184], [-0.11804, 2.29612, -0.25552], [-0.92227, 3.23993, 0.60508], [1.20273, 2.66055, -0.14036], [-0.01413, 0.64259, 1.16116], [-0.04804, 0.18251, -0.62845], [-1.42145, 0.69022, 0.19735], [-0.34954, 2.41206, -1.31433], [-1.97171, 2.95054, 0.66018], [-0.99279, 4.23517, 0.16619], [-0.60867, 3.37428, 1.64031], [1.35148, 3.60351, -0.03890], [-0.91777, -1.39969, 3.25837], [-0.16890, -0.06555, 2.82574], [0.12029, 0.89151, 4.04487], [1.05146, -0.27773, 2.09995], [-0.37232, -2.18372, 2.73313], [-1.95705, -1.44694, 2.93319], [-0.92304, -1.48304, 4.34516], [-0.89040, 0.41024, 2.16154], [1.04922, 0.75192, 4.59777], [-0.63293, 0.79281, 4.82656], [0.25828, 1.90422, 3.66609], [1.67076, 0.34048, 2.49478], [-0.22337, -3.32791, 0.19757], [0.89595, -2.43962, 0.74792], [2.30240, -3.03625, 0.55707], [0.81603, -1.20535, 0.14361], [-1.10829, -2.75934, 0.48350], [-0.33262, -4.26498, 0.74352], [-0.32101, -3.48555, -0.87654], [0.82359, -2.27050, 1.82230], [3.07040, -2.39306, 0.98670], [2.62288, -3.09464, -0.48312], [2.35377, -3.95972, 1.13384], [0.27040, -0.64541, 0.70069], [2.00036, -0.03372, -2.87794], [2.62113, 1.23383, -2.26012], [1.83202, 2.47481, -2.64572], [2.50015, 1.14251, -0.88264], [2.54750, -0.89252, -2.48909], [2.22883, -0.06391, -3.94329], [0.92588, -0.19097, -2.78370], [3.66805, 1.37758, -2.52729], [2.03105, 2.81373, -3.66239], [1.93153, 3.24160, -1.87747], [0.78968, 2.15615, -2.65448], [1.60035, 1.34337, -0.61506], [1.70062, 4.80597, -0.64431], [2.27099, 5.38100, -0.13415], [2.20809, 4.00205, -0.75580]], "mulliken_charge": [-1.032, 0.263, -1.573, -0.611, -0.046, 0.742, 1.066, 0.309, 0.434, 0.367, 0.345, 0.351, -4.132, -0.292, -2.014, -0.850, 1.803, 0.692, 1.102, 0.138, 0.446, 0.516, 0.254, 0.499, -1.228, 2.204, -1.583, -0.637, 0.217, 0.289, 0.460, -0.127, 0.339, 0.483, 0.277, 0.304, -1.186, 1.263, -1.898, -0.386, 0.330, 0.521, 0.274, -0.275, 0.421, 0.361, 0.389, 0.451, -1.158, 0.310, -1.079, -0.658, 0.200, 0.529, 0.167, 0.454, 0.505, 0.079, 0.164, 0.324, -0.604, 0.331, 0.396]}

2.
{"formula": "C15H43I2NO6P2", "method": "ωB97M-V with the def2-TZVPD basis set", "charge": 0, "elements": ["C", "C", "I", "C", "I", "P", "P", "N", "O", "O", "H", "H", "H", "H", "H", "H", "H", "H", "H", "H", "H", "C", "C", "C", "O", "H", "H", "H", "H", "H", "H", "H", "H", "C", "C", "C", "O", "H", "H", "H", "H", "H", "H", "H", "H", "C", "C", "C", "O", "H", "H", "H", "H", "H", "H", "H", "H", "C", "C", "C", "O", "H", "H", "H", "H", "H", "H", "H", "H"], "positions_angstrom": [[0.23635, -2.71084, 1.18080], [0.11631, -1.59104, 0.08839], [2.02423, -1.26949, -0.91869], [-0.53388, -0.27123, 0.69984], [-0.06735, 1.47902, -0.52086], [-2.43387, -0.59334, 0.67085], [-4.59457, -1.20132, 0.72028], [-5.23797, -1.08078, 2.16484], [-5.48076, -0.29226, -0.41684], [-4.61043, -2.79001, 0.11011], [0.84622, -3.55593, 0.80330], [0.66610, -2.32752, 2.12069], [-0.78735, -3.11921, 1.30422], [-0.56797, -1.99880, -0.68785], [-0.19820, -0.11259, 1.74376], [-2.40798, -0.87783, -0.73910], [-2.74009, 0.74069, 1.06847], [-2.21899, -1.58100, 1.69837], [-5.53021, -2.02932, 2.41567], [-5.05975, -0.46268, -1.27103], [-3.90000, -2.78864, -0.54494], [-8.68934, -2.13095, -4.17722], [-7.42684, -2.53221, -3.43053], [-7.71281, -2.81317, -1.96506], [-6.45613, -1.48635, -3.53450], [-9.11551, -1.21679, -3.75390], [-8.46541, -1.92282, -5.22520], [-9.44289, -2.91932, -4.13122], [-6.99288, -3.41899, -3.89657], [-8.10374, -1.92023, -1.46908], [-6.79365, -3.08894, -1.44542], [-8.43776, -3.62131, -1.84785], [-6.83188, -0.69934, -3.12625], [-1.35694, -5.05246, 4.96196], [-0.99613, -3.62188, 4.59368], [-0.98462, -2.72060, 5.81850], [-1.93368, -3.12167, 3.63923], [-2.35749, -5.09867, 5.40144], [-1.36981, -5.68546, 4.07280], [-0.64411, -5.46854, 5.67629], [-0.01460, -3.60338, 4.11575], [-1.97281, -2.68975, 6.28610], [-0.73272, -1.69609, 5.53820], [-0.26074, -3.06790, 6.55804], [-2.80595, -3.13222, 4.04679], [3.32235, 4.80217, -0.11584], [4.12005, 3.51169, -0.22364], [4.42243, 3.16904, -1.67345], [3.38842, 2.44597, 0.37970], [2.36039, 4.70683, -0.62882], [3.10488, 5.03205, 0.92901], [3.86765, 5.64160, -0.55230], [5.05488, 3.61140, 0.33188], [3.49629, 3.01907, -2.23842], [4.98767, 2.23704, -1.73687], [4.99961, 3.95938, -2.15254], [2.55930, 2.34899, -0.10383], [9.31806, 5.94980, -2.03584], [8.50681, 4.68350, -1.80902], [9.21812, 3.46263, -2.37141], [7.22587, 4.81757, -2.42434], [9.46435, 6.12985, -3.10494], [8.79227, 6.81830, -1.63533], [10.29720, 5.88340, -1.55756], [8.33299, 4.54632, -0.74003], [9.36100, 3.56083, -3.45156], [8.62123, 2.56337, -2.20915], [10.19429, 3.32278, -1.90301], [7.36250, 4.93957, -3.36891]], "mulliken_charge": [-1.097, -0.432, 0.101, -0.719, 0.109, 0.088, 0.778, -0.777, -0.524, -0.507, 0.480, 0.312, 0.268, 0.306, 0.558, 0.029, 0.111, 0.057, 0.233, 0.326, 0.315, -1.270, 0.327, -0.989, -0.561, 0.328, 0.319, 0.369, 0.275, 0.305, 0.153, 0.407, 0.364, -1.399, 0.552, -1.425, -0.361, 0.348, 0.334, 0.390, 0.216, 0.364, 0.327, 0.398, 0.278, -1.229, 0.441, -1.031, -0.454, 0.286, 0.318, 0.366, 0.268, 0.363, 0.267, 0.230, 0.118, -1.313, 0.468, -1.305, -0.494, 0.349, 0.322, 0.375, 0.242, 0.345, 0.311, 0.383, 0.311]}

3.
{"formula": "C15H43O15PS5", "method": "ωB97M-V with the def2-TZVPD basis set", "charge": 0, "smiles": "CCO[PH3]C[SH](=O)=O.CCOS(C)(=O)=O.CCOS(C)(=O)=O.CCOS(C)(=O)=O.CCOS(C)(=O)=O", "elements": ["C", "C", "O", "P", "C", "S", "O", "O", "H", "H", "H", "H", "H", "H", "H", "H", "H", "H", "H", "C", "C", "O", "S", "C", "O", "O", "H", "H", "H", "H", "H", "H", "H", "H", "C", "C", "O", "S", "C", "O", "O", "H", "H", "H", "H", "H", "H", "H", "H", "C", "C", "O", "S", "C", "O", "O", "H", "H", "H", "H", "H", "H", "H", "H", "C", "C", "O", "S", "C", "O", "O", "H", "H", "H", "H", "H", "H", "H", "H"], "positions_angstrom": [[-3.73965, 5.49056, -1.09999], [-5.03285, 5.18566, -1.83922], [-5.60978, 3.95473, -1.41686], [-7.31926, 4.04887, -1.37728], [-9.26712, 4.05471, -1.28907], [-9.77739, 5.73068, -1.38783], [-9.33813, 6.40573, -0.21324], [-9.30755, 6.25452, -2.62507], [-2.90281, 5.41269, -1.78191], [-3.76034, 6.52489, -0.77245], [-3.59971, 4.86689, -0.22858], [-4.89540, 5.17909, -2.91776], [-5.73393, 6.00371, -1.63969], [-7.36148, 2.66205, -1.21504], [-7.26639, 4.86397, -0.24306], [-7.36289, 4.52726, -2.68836], [-9.71798, 3.50580, -2.10769], [-9.61054, 3.67578, -0.33195], [-11.13389, 5.75078, -1.36842], [2.72849, 5.76299, -3.70196], [1.64771, 4.70017, -3.67811], [1.60132, 3.97669, -2.43167], [0.95676, 4.72263, -1.17666], [0.82120, 3.31929, -0.13102], [-0.34423, 5.18808, -1.54968], [1.91318, 5.63366, -0.63127], [2.51287, 6.56488, -2.99847], [2.80258, 6.19505, -4.70017], [3.69267, 5.33534, -3.42749], [0.66541, 5.12496, -3.89002], [1.84616, 3.94423, -4.43557], [0.11767, 2.61902, -0.57238], [0.45597, 3.67074, 0.83135], [1.80506, 2.86893, -0.02212], [2.48846, -2.49920, 0.49789], [3.80338, -1.75489, 0.49791], [4.11784, -1.15880, -0.78685], [3.32883, 0.15308, -1.19543], [4.33821, 0.60994, -2.56107], [3.47238, 1.12374, -0.15102], [2.02871, -0.19839, -1.67411], [1.64511, -1.81935, 0.36664], [2.35668, -3.02745, 1.44253], [2.45655, -3.21968, -0.31328], [3.83021, -0.98374, 1.26957], [4.61902, -2.44485, 0.69890], [5.33190, 0.85343, -2.19734], [3.87237, 1.48055, -3.01784], [4.36649, -0.21772, -3.26374], [3.01628, -8.71227, 0.73750], [4.33058, -7.96247, 0.65824], [4.60112, -7.44282, -0.66352], [3.78931, -6.15698, -1.12474], [4.75641, -5.78060, -2.54466], [3.95654, -5.13441, -0.13775], [2.47835, -6.54398, -1.53825], [2.16802, -8.04517, 0.59498], [2.91818, -9.18457, 1.71479], [2.96605, -9.47957, -0.03446], [4.37120, -7.14943, 1.38439], [5.16028, -8.63275, 0.87087], [5.75955, -5.51384, -2.22591], [4.27457, -4.94041, -3.03951], [4.76714, -6.64859, -3.19739], [-0.48076, -3.74210, 7.23751], [-0.74881, -4.13284, 5.79796], [-0.76215, -2.99987, 4.90291], [0.63917, -2.35627, 4.51145], [0.05943, -1.34533, 3.19363], [1.48397, -3.38920, 3.99390], [1.08649, -1.51747, 5.57765], [0.53044, -3.35985, 7.36466], [-0.60152, -4.61007, 7.88573], [-1.17067, -2.96173, 7.55695], [-0.02657, -4.86914, 5.44236], [-1.73844, -4.57477, 5.70594], [-0.30915, -1.98350, 2.39593], [0.90699, -0.75567, 2.85107], [-0.72387, -0.69597, 3.57374]], "mulliken_charge": [-1.070, -0.238, -0.477, 0.402, -0.905, 0.850, -0.562, -0.559, 0.213, 0.323, 0.303, 0.292, 0.364, 0.003, 0.070, 0.054, 0.424, 0.412, 0.115, -0.987, -0.412, -0.164, 1.081, -0.831, -0.559, -0.619, 0.297, 0.395, 0.253, 0.333, 0.277, 0.331, 0.428, 0.160, -0.814, -0.476, -0.286, 1.399, -0.892, -0.682, -0.654, 0.369, 0.314, 0.183, 0.340, 0.279, 0.319, 0.258, 0.325, -0.977, -0.314, -0.301, 1.269, -1.016, -0.579, -0.643, 0.295, 0.388, 0.268, 0.292, 0.274, 0.311, 0.372, 0.374, -0.983, -0.352, -0.276, 1.206, -0.989, -0.614, -0.616, 0.302, 0.385, 0.265, 0.324, 0.277, 0.322, 0.346, 0.406]}

no.,frontier orbital gap (eV)
1,8.88
2,8.41
3,10.20